{
  "formula": "C39H39OTi",
  "method": "ωB97M-V with the def2-TZVPD basis set",
  "homo_energy_ev": -1.74,
  "orbital_gap_ev": 3.7,
  "relative_energy_kcal_mol": 52.32,
  "total_charge": -1,
  "e_lumo_ev": 2.0,
  "species": ["Ti", "O", "C", "C", "C", "C", "C", "C", "C", "C", "C", "C", "C", "C", "C", "C", "C", "C", "C", "C", "C", "C", "C", "C", "C", "C", "C", "C", "C", "C", "C", "C", "C", "C", "C", "C", "C", "C", "C", "C", "C", "H", "H", "H", "H", "H", "H", "H", "H", "H", "H", "H", "H", "H", "H", "H", "H", "H", "H", "H", "H", "H", "H", "H", "H", "H", "H", "H", "H", "H", "H", "H", "H", "H", "H", "H", "H", "H", "H", "H"],
  "xyz": [[0.28360, -0.65945, 2.12019], [4.86130, 0.74881, -3.23225], [1.04954, 3.84793, 1.70203], [-0.49056, 2.42488, -3.20648], [-2.21364, -2.67756, 1.39664], [-5.55594, -0.24386, -3.25904], [3.23896, 4.29607, 2.57621], [-0.63259, -1.71532, 3.99035], [-3.46800, -3.02741, 0.91653], [2.40204, -1.44906, 1.59820], [0.82546, 1.93095, -3.22168], [-1.77214, -1.25097, 1.38782], [-3.03466, -0.31260, -3.20084], [-3.89760, -4.34095, 0.95339], [-3.08863, -5.33097, 1.47178], [-4.22203, 0.42096, -3.20014], [0.80756, -1.80108, 4.06580], [1.33194, -0.45880, 4.17471], [1.43932, -2.46501, 1.23929], [1.14800, 0.55612, -3.28177], [1.02557, -0.57267, -0.07603], [1.89652, 2.85527, -3.18534], [-1.81387, 0.31690, -3.20915], [5.16614, -0.62507, -3.25719], [1.18733, 2.49511, 1.97962], [0.09317, 1.53857, 1.63757], [2.44485, 0.13235, -3.28478], [-4.14125, 1.80990, -3.18833], [3.51164, 1.05795, -3.23505], [2.37653, 2.07423, 2.56389], [-2.92658, 2.44856, -3.19168], [2.06503, 4.73706, 2.00091], [3.39408, 2.95747, 2.85841], [0.21002, 0.45586, 4.15551], [-1.41284, -3.69254, 1.90755], [0.59460, -1.92328, 0.19697], [-1.83957, -5.00362, 1.94949], [2.15813, -0.28829, 0.77412], [-1.72201, 1.71833, -3.20071], [-1.00246, -0.31875, 4.02482], [3.18846, 2.42751, -3.18507], [2.51611, 1.03287, 2.78016], [-4.87750, -4.59595, 0.58614], [-6.17017, 0.02427, -2.39819], [-0.82846, 1.81547, 2.14685], [2.36475, -0.20676, 4.42930], [3.99874, 3.13265, -3.15184], [0.25834, 1.53713, 4.30176], [3.21074, -1.56967, 2.32089], [-3.08714, -1.38737, -3.20982], [-5.05087, 2.38634, -3.19118], [-0.11918, 1.57914, 0.57106], [2.65977, -0.91921, -3.32099], [-6.10044, 0.05034, -4.15780], [4.77380, -1.07823, -4.16841], [6.25163, -0.73950, -3.24288], [4.02966, 4.99390, 2.80549], [1.40008, -2.71726, 4.10108], [-1.32189, -2.55677, 4.08693], [-4.11279, -2.26086, 0.51963], [1.67910, 3.90966, -3.15958], [0.17033, -0.14867, -3.29654], [0.13987, 4.20243, 1.24606], [-0.73851, -0.22188, -3.26266], [-3.43176, -6.35371, 1.50582], [2.82763, 0.56842, 0.67331], [-0.58278, 3.49607, -3.19976], [4.75250, -1.11322, -2.37444], [-1.20477, -5.77080, 2.36380], [1.94562, 5.78370, 1.77626], [-0.18194, -2.46367, -0.34739], [-0.44457, -3.44996, 2.30029], [-2.45855, -0.64535, 1.97605], [1.47978, -3.50965, 1.55722], [4.31162, 2.60399, 3.30172], [0.63683, 0.07786, -0.85922], [-1.79749, -0.84941, 0.37608], [-5.45977, -1.32906, -3.27853], [-2.02004, 0.07403, 4.06510], [-2.88364, 3.52510, -3.19799]]
}

---

{
  "formula": "C4H3BrO",
  "method": "ωB97M-V with the def2-TZVPD basis set",
  "homo_energy_ev": [-8.43, -8.41],
  "orbital_gap_ev": [6.9, 6.9],
  "relative_energy_kcal_mol": 118.83,
  "e_lumo_ev": [-1.6, -1.6],
  "species": ["Br", "O", "C", "C", "C", "C", "H", "H", "H"],
  "xyz": [[-2.78052, 0.11453, 0.17478], [1.92681, 1.66122, 0.04508], [0.93055, 2.28629, -0.03999], [0.13894, -2.82288, 0.18463], [-0.65225, -1.82326, 0.09169], [-1.25067, -0.78435, -0.37986], [-0.09718, 1.65376, -0.04434], [0.86155, 3.32555, -0.21472], [0.92276, -3.61086, 0.18273]]
}

---

{
  "formula": "C34H67BN2O6PS4",
  "method": "ωB97M-V with the def2-TZVPD basis set",
  "homo_energy_ev": -3.38,
  "orbital_gap_ev": 5.3,
  "total_charge": -1,
  "e_lumo_ev": 1.9,
  "species": ["S", "S", "S", "S", "P", "O", "O", "O", "O", "O", "O", "N", "N", "C", "C", "C", "C", "C", "C", "C", "C", "C", "C", "C", "C", "C", "C", "C", "C", "C", "C", "C", "C", "C", "C", "C", "C", "C", "C", "C", "C", "C", "C", "C", "C", "C", "C", "B", "H", "H", "H", "H", "H", "H", "H", "H", "H", "H", "H", "H", "H", "H", "H", "H", "H", "H", "H", "H", "H", "H", "H", "H", "H", "H", "H", "H", "H", "H", "H", "H", "H", "H", "H", "H", "H", "H", "H", "H", "H", "H", "H", "H", "H", "H", "H", "H", "H", "H", "H", "H", "H", "H", "H", "H", "H", "H", "H", "H", "H", "H", "H", "H", "H", "H", "H"],
  "xyz": [[6.97341, -0.36522, 1.85044], [-5.84719, 2.55658, -2.64073], [0.08856, -2.72764, 4.24659], [-5.27527, 5.44569, -2.44285], [-0.39084, -1.49330, -0.99070], [6.96083, 0.50820, 0.69952], [-0.94955, -1.81686, 3.82336], [1.43010, -2.66737, 3.72033], [6.27047, -0.04449, 3.06933], [1.36759, -2.05526, -3.87844], [-3.20905, -2.68125, -0.86996], [-4.03171, 3.41676, -0.70197], [-2.80807, 0.53632, -4.16807], [-1.55986, -4.10321, 0.46919], [-2.04296, 0.20105, -3.02908], [1.15704, -0.67816, -3.47923], [0.66329, -1.95639, 0.53372], [-4.37613, 5.66235, -4.04804], [-0.42959, 6.53108, -1.15679], [-1.45241, -1.14272, -2.54765], [-4.82095, 4.67000, -5.22803], [7.77854, -2.86898, 1.45793], [-3.72613, 4.54981, 0.21273], [0.17865, -2.73218, 6.03537], [-2.03631, 6.32099, -0.94307], [-1.07065, -0.00779, -0.00267], [-2.55553, -1.92366, -4.78384], [-3.07974, -0.51555, -5.06790], [-0.06394, -5.09187, 5.36104], [-2.64777, 0.11417, 0.24249], [-2.18313, 5.03041, -0.01457], [-4.34705, 2.22758, 0.12154], [1.96708, -1.23633, 1.00864], [8.66673, -0.74911, 2.26270], [6.51193, -2.01761, 1.34256], [3.25183, 0.28524, 2.62577], [-1.74144, -2.33165, -3.55120], [8.65343, -2.24540, 2.54840], [-0.50926, -4.40139, 4.07878], [-4.95074, 3.71135, -1.76862], [2.30769, 1.42397, 0.54270], [-2.96927, 1.62964, 0.76478], [-0.65760, -5.21590, -0.32891], [1.99148, 0.24629, 1.58319], [-0.34441, -4.09653, 6.48794], [-3.54991, 3.75188, -5.59685], [1.02086, -0.47614, -1.86344], [-1.80044, -2.73772, -0.44057], [2.17962, -0.17080, -3.72553], [-2.91723, 4.36308, -6.34621], [-2.77075, -2.73621, -5.56420], [-5.02623, 5.32573, -6.15807], [-5.78265, 4.09597, -5.03647], [0.93102, 0.64683, -1.72802], [-4.62128, 6.73242, -4.40721], [-0.59246, -6.03534, 5.51268], [-2.08428, 2.33356, 0.65285], [9.28266, -0.52034, 1.39019], [-0.01844, -5.80597, 0.41320], [4.21013, 0.04260, 2.03112], [1.09697, 0.52830, 2.25802], [-1.42375, -4.03809, 6.66194], [0.98372, -2.16851, -4.77549], [-1.40379, -5.92284, -0.83864], [6.13707, -1.98968, 0.31912], [9.66263, -2.66281, 2.54694], [-1.59865, -4.36118, 4.01158], [0.43910, -0.07115, -4.10927], [0.99131, -3.05948, 0.35756], [1.33983, 1.91808, 0.20387], [-2.55488, -4.66162, 0.67598], [-0.67748, 0.02497, 1.08495], [2.30576, -1.86442, 1.92638], [-4.84325, 1.35207, -0.39629], [1.22219, -2.58928, 6.32082], [-4.43726, 5.43581, 0.17373], [0.16488, -2.64118, -1.68756], [-2.49382, 6.15446, -1.97009], [-3.31881, -0.10386, -0.64347], [-0.00807, 5.86164, -1.98218], [-0.03103, -4.73971, -1.14981], [-0.13293, 7.62556, -1.24310], [-2.39279, 7.27542, -0.42816], [1.00859, -5.30767, 5.31735], [-3.66237, -0.29032, -6.02129], [-1.35123, -3.38555, -3.37276], [-1.12689, -3.89556, 1.49671], [-5.06219, 2.52622, 0.98172], [0.04346, 6.13679, -0.17778], [2.91110, -1.33408, 0.34066], [2.92934, 1.02485, -0.34124], [3.17000, -0.53053, 3.42291], [-0.09391, -4.85572, 3.17990], [0.12214, -4.40602, 7.42608], [-0.02661, -2.02298, 1.47715], [-3.18890, 1.58294, 1.90002], [-0.76734, 1.03104, -0.42056], [-2.90042, 3.66289, -4.65951], [-3.83331, 2.74414, -6.04084], [-3.43527, -3.60469, -1.14363], [-3.73995, 4.21592, 1.31862], [-1.50821, 4.18601, -0.37189], [2.99574, 2.19134, 1.06147], [-0.42939, -1.91738, 6.42929], [-1.78139, 5.33234, 1.02742], [-3.25037, 5.64291, -3.87977], [8.31918, -2.85625, 0.50593], [3.35299, 1.29271, 3.14565], [8.20978, -2.43540, 3.53108], [8.98691, -0.15129, 3.11553], [5.72893, -2.37130, 2.01555], [7.53423, -3.90973, 1.68172], [-1.81954, 1.10642, -2.35189], [2.07611, -0.87169, -1.59929], [-3.04098, -0.54405, 1.10871]]
}

---

{
  "formula": "C6H24N2O7",
  "method": "ωB97M-V with the def2-TZVPD basis set",
  "homo_energy_ev": -6.81,
  "orbital_gap_ev": 5.9,
  "relative_energy_kcal_mol": 190.25,
  "e_lumo_ev": -0.9,
  "species": ["O", "O", "O", "O", "O", "O", "O", "N", "N", "C", "C", "C", "C", "C", "C", "H", "H", "H", "H", "H", "H", "H", "H", "H", "H", "H", "H", "H", "H", "H", "H", "H", "H", "H", "H", "H", "H", "H", "H"],
  "xyz": [[2.50730, -3.73255, -1.65268], [2.15421, 2.17311, 1.62294], [-2.62366, 0.09574, -3.49465], [-3.65483, -1.39186, -2.30052], [-1.23486, 4.76990, 1.99359], [-1.41284, -2.90140, 3.93518], [-4.13136, -1.08979, -4.40962], [-3.46869, -0.80077, -3.36619], [-0.43595, -0.84692, 0.15077], [3.81049, -3.97629, -2.02678], [-3.12206, 4.55697, 0.56215], [-2.66361, 4.82886, 1.98448], [-3.20077, 3.74413, 2.89912], [4.73656, -2.92278, -1.32623], [3.86965, -3.94608, -3.54145], [-2.64235, 3.78631, 3.83425], [-3.05075, 2.70329, 2.61235], [-4.24519, 3.83904, 3.19627], [5.72250, -3.24076, -1.66524], [-0.86164, -1.11892, 1.02536], [-2.18372, -3.39424, 4.21644], [-0.08224, 0.09701, 0.08778], [0.29524, -1.52239, -0.02014], [4.66237, -3.11270, -0.25547], [-2.96188, 3.60699, 0.05229], [1.68752, 3.00870, 1.60873], [3.08017, 2.41506, 1.60547], [2.00321, -4.38785, -2.14060], [4.44890, -1.87787, -1.44237], [3.38346, -3.07484, -3.98038], [-4.19367, 4.75617, 0.56845], [-0.92681, -2.73465, 4.74277], [-2.79571, 5.86086, 2.30948], [-1.11847, -0.91581, -0.59053], [3.32337, -4.82177, -3.89196], [4.01865, -4.94972, -1.58271], [-2.61434, 5.25069, -0.10797], [4.88510, -4.10068, -3.90622], [-0.96331, 5.36781, 2.69384]]
}

---

{
  "formula": "C6H12NP",
  "method": "ωB97M-V with the def2-TZVPD basis set",
  "homo_energy_ev": -6.71,
  "orbital_gap_ev": 6.8,
  "relative_energy_kcal_mol": 48.79,
  "e_lumo_ev": 0.1,
  "species": ["P", "N", "C", "C", "C", "C", "C", "C", "H", "H", "H", "H", "H", "H", "H", "H", "H", "H", "H", "H"],
  "xyz": [[0.85800, -0.21679, 1.61831], [-0.55549, -0.16648, 0.82277], [-0.02153, -2.24158, -0.43449], [-1.24489, 1.98288, -0.18263], [-1.45837, 0.97306, 0.94003], [3.38521, 1.04097, -0.73817], [-1.06207, -1.19929, -0.07825], [3.32147, -0.05415, -0.26515], [-1.45476, 1.54635, -1.15602], [-1.25605, 1.46034, 1.89546], [-0.21105, 2.31949, -0.17030], [0.81925, -1.77082, -0.93905], [-1.89799, 2.83886, -0.04006], [3.44431, 2.00647, -1.14718], [-1.42237, -0.70964, -0.98895], [-0.46199, -2.99023, -1.08544], [-2.49199, 0.61144, 0.94014], [0.34256, -2.72589, 0.46861], [-1.92139, -1.67870, 0.40747], [3.28913, -1.02627, 0.13290]]
}

---

{
  "formula": "C16H30NOPZr",
  "method": "ωB97M-V with the def2-TZVPD basis set",
  "homo_energy_ev": -14.94,
  "orbital_gap_ev": 6.2,
  "total_charge": 2,
  "e_lumo_ev": -8.8,
  "species": ["Zr", "P", "O", "N", "C", "C", "C", "C", "C", "C", "C", "C", "C", "C", "C", "C", "C", "C", "C", "C", "H", "H", "H", "H", "H", "H", "H", "H", "H", "H", "H", "H", "H", "H", "H", "H", "H", "H", "H", "H", "H", "H", "H", "H", "H", "H", "H", "H", "H", "H"],
  "xyz": [[-0.30576, 0.80002, 0.29716], [-1.84460, -1.25361, 0.07275], [-0.71667, 1.27022, 2.10076], [1.77715, 0.47470, -3.11302], [-0.99109, 2.42580, 2.95756], [1.21020, 1.17923, -4.23872], [1.58383, -2.82067, 1.66032], [-2.44853, 2.41881, 3.39053], [2.62202, 0.60268, -0.76644], [-1.70163, -2.38580, -1.34619], [0.57800, -2.06317, 1.05244], [1.64718, 1.15663, -1.83368], [-0.90142, -2.24223, 1.34417], [2.26137, -0.66361, -0.02536], [2.92420, -2.51092, 1.40458], [-3.58846, -1.43182, 0.52779], [-0.58176, 3.67248, 2.19689], [3.26296, -1.45184, 0.56656], [0.92539, -1.01294, 0.19310], [1.59222, -0.95231, -3.15609], [1.57400, 2.21380, -4.24888], [-2.01573, 1.58702, 0.12397], [3.59367, 0.45473, -1.26469], [1.52942, 0.68080, -5.15969], [-4.18590, -1.08453, -0.32533], [-1.00654, 3.66462, 1.18100], [1.96813, 2.18568, -2.06229], [-0.92486, 4.57099, 2.71656], [1.30332, -3.63250, 2.33812], [4.30794, -1.19013, 0.37388], [-2.66314, 1.56784, 4.05019], [0.55570, -1.26512, -2.92208], [-1.19104, -1.85046, 2.33397], [-3.12444, 2.36134, 2.52608], [-2.67231, 3.34088, 3.94705], [2.27451, -1.46759, -2.46610], [-2.21673, -1.91039, -2.19501], [0.10758, 1.19446, -4.22745], [-2.17411, -3.34939, -1.10116], [-3.81577, -0.79627, 1.39267], [-1.25932, -3.27620, 1.24038], [-1.75896, 1.49302, -0.73773], [-0.65644, -2.56368, -1.62326], [0.52902, 1.26287, -1.54029], [-3.83534, -2.47797, 0.75787], [-0.36900, 2.31548, 3.85550], [3.70905, -3.11323, 1.86482], [2.79378, 1.42467, -0.03599], [1.80737, -1.27374, -4.18575], [0.51152, 3.72136, 2.10856]]
}

---

no.,calculated total energy (hartree)
1,-2434.10469
2,-2803.22910
3,-3855.20292
4,-878.95812
5,-631.77774
6,-1145.39459